Computed, not measured: C19H21ErIN2O4PS as an isolated structure, with wB97M-V/def2-TZVPD.

For the HOMO-LUMO gap (alpha / beta), the calculation gives 4.1 / 4.1 eV. Its charge is +2. The molecular weight is 698.59 g mol⁻¹. The multiplicity is 4. For the total energy, the calculation gives -3197.8009 a.u. The value obtained for the LUMO energy (alpha / beta) is -9.13 / -9.15 eV. The energy above the lowest of the compared OMol25 structures with the same formula, charge and spin is 258.6 kcal per mole.

Each line ends with the Löwdin spin population.
Cartesian coordinates (Å):
C: -2.6777 -3.3848 1.8551  -0.0024
C: -4.0462 -3.3738 0.9492  0.0029
I: -3.6234 -4.4974 -0.8912  -0.0009
C: -4.6385 -1.8363 0.6643  0.0046
C: -3.5363 -0.9014 -0.1764  0.0609
C: -3.4616 -0.9456 -1.8424  -0.0519
C: -2.3035 -0.0218 -2.5448  0.0604
P: -1.9985 0.0363 -4.4682  0.0055
O: -3.2967 -0.2887 -5.3092  0.0013
C: -1.2952 0.9044 -1.6438  -0.0300
C: -1.3438 1.0146 0.0244  0.0592
C: -2.5242 0.0688 0.7353  -0.0401
C: -2.6123 0.1620 2.3805  -0.0003
O: -3.4651 1.1019 2.8698  -0.0078
O: -1.8274 -0.6377 3.3343  -0.0116
N: -0.3868 1.9046 0.8181  0.0403
C: -0.7567 3.3768 0.6346  0.0225
N: -0.5022 4.2366 1.8526  0.0004
C: 1.0678 1.6647 0.3856  0.2672
C: 2.1773 1.4275 1.5825  -0.1256
C: 3.7408 1.1226 1.1396  0.2819
C: 4.1794 1.0701 -0.4698  0.0656
C: 5.7883 0.7064 -0.7455  0.0062
C: 5.9707 -0.8370 -0.1278  0.0034
O: 7.1843 -1.5157 -0.6070  0.0014
C: 3.0965 1.3554 -1.7074  -0.0153
C: 1.5390 1.6441 -1.2195  0.1780
S: 0.0990 1.9413 -2.4412  0.1980
H: -1.8883 -2.5599 1.5613  0.0005
H: -2.1400 -4.4264 1.6354  -0.0014
H: -2.8769 -3.3867 3.0268  0.0000
H: -4.8439 -4.0262 1.5514  0.0001
H: -5.6358 -2.0062 0.0403  0.0009
H: -4.8420 -1.3864 1.7363  0.0003
H: -4.1727 -1.6027 -2.5126  -0.0018
H: -1.6282 1.4271 -4.7561  0.0016
H: -0.8395 -0.7543 -4.8039  0.0009
H: -0.1097 3.8497 -0.2465  0.0016
H: -1.8928 3.5094 0.3001  0.0034
H: -0.3562 3.6708 2.7259  0.0006
H: 0.4103 4.7387 1.6355  0.0004
H: 1.7861 1.4524 2.6870  -0.0076
H: 4.5430 0.9177 1.9824  0.0091
H: 6.4662 1.4426 -0.1365  0.0034
H: 6.0302 0.6627 -1.8931  -0.0004
H: 5.0451 -1.4769 -0.5038  0.0007
H: 5.8794 -0.7391 1.0346  0.0007
H: 7.3771 -2.2093 0.1158  0.0000
H: 3.4114 1.3505 -2.8406  -0.0020
Er: -0.2696 -3.9452 2.6286  2.0150

Force components x, y, z for each atom (eV/Å):
C 0.431 -0.941 0.214
C -0.326 0.328 1.439
I -0.140 0.523 0.797
C 0.893 -0.447 -0.362
C 1.702 1.579 -1.190
C 3.147 2.771 2.605
C 0.300 0.102 3.681
P -4.648 0.023 -1.929
O 4.056 0.488 2.892
C -1.899 -1.497 2.936
C -2.741 -2.905 -2.741
C 1.287 -0.008 -2.793
C -1.919 2.395 5.214
O 4.935 -5.538 -3.531
O -2.498 2.027 -5.327
N 0.810 -1.559 -3.009
C -0.477 2.434 -0.661
N 1.944 -1.034 -1.233
C 2.531 -0.890 1.165
C 0.963 -0.182 -4.429
C -3.694 0.748 -1.759
C -2.161 0.913 -0.571
C -1.088 -1.151 0.373
C -1.271 0.087 -0.454
O -1.320 -0.074 2.715
C -0.565 0.055 5.054
C 1.166 -0.863 0.979
S 1.066 -2.061 2.583
H -1.789 -0.750 0.432
H -1.463 1.115 -0.091
H 0.223 0.515 -2.200
H 1.726 1.588 -1.448
H 2.219 0.642 1.417
H 0.310 -0.618 -2.343
H 1.578 1.568 1.552
H 0.142 -1.155 0.669
H -0.502 0.430 0.572
H -1.468 -1.041 1.780
H 2.412 -0.907 0.919
H -0.429 0.662 -1.251
H -1.576 -0.783 0.849
H 0.971 -0.027 -2.396
H -1.788 0.538 -2.037
H -1.361 -1.286 -1.405
H -0.522 0.380 2.350
H 1.677 1.368 0.771
H 0.506 -0.358 -2.042
H -0.207 1.569 -1.816
H -0.744 0.002 2.611
Er -0.397 1.228 0.451

Computed, not measured: the molecule C5H4O3S, with wB97M-V/def2-TZVPD.

For the HOMO-LUMO gap (alpha / beta), the calculation gives 7.6 / 7.4 eV. The molecular weight is 144.15 g mol⁻¹. For the total energy, the calculation gives -816.6374 a.u. The value obtained for the LUMO energy (alpha / beta) is -1.28 / -1.31 eV. The energy above the lowest of the compared OMol25 structures with the same formula, charge and spin is 43.2 kcal per mole.

Each line ends with the Mulliken charge.
Cartesian coordinates (Å):
C: -1.4980 -1.9026 0.2412  -0.0314
C: -0.8909 -1.3620 -0.8120  -0.7051
C: 1.4088 1.7398 -0.8178  -0.6464
C: 0.3996 0.9728 -1.2390  -0.3780
C: 0.1384 -0.2471 -0.5775  0.9040
O: 0.8698 -0.5691 0.5436  -0.3784
O: -0.2328 0.6340 2.6345  -0.4431
O: -1.4431 -1.2101 1.4512  -0.2935
S: -0.0616 -0.6641 2.0415  0.6669
H: -2.0398 -2.8351 0.1266  0.4046
H: 1.4630 2.7518 -1.2970  0.2139
H: 2.1146 1.4383 -0.1805  0.3628
H: -0.2280 1.2534 -2.1150  0.3237

Force components x, y, z for each atom (eV/Å):
C 0.699 0.480 -2.117
C 3.226 4.013 0.550
C -2.802 2.619 -3.729
C -0.025 0.422 -1.080
C -3.791 -5.327 1.140
O -0.283 0.752 -0.406
O -0.562 -0.220 -0.992
O -1.161 0.069 0.464
S 1.714 -0.681 0.740
H -0.119 0.149 1.072
H 0.366 -1.056 0.628
H 2.376 -0.983 2.713
H 0.361 -0.237 1.016

Computed, not measured: an isolated ion of composition C26H25F3NO4S and charge -1, with wB97M-V/def2-TZVPD.

For the HOMO-LUMO gap, the calculation gives 6.6 eV. Its charge is -1. The molecular weight is 504.55 g mol⁻¹. As for the structure (SMILES): CC1(C)OC(=O)C([C@H](Sc2ccc(C(F)(F)F)cc2)c2cc3c4c(c2)CCCN4CCC3)=C([O-])O1. For the total energy, the calculation gives -2059.3984 a.u. The value obtained for the LUMO energy is 2.67 eV.

Each line ends with the Mulliken charge.
Cartesian coordinates (Å):
C: -1.3695 -1.0035 -4.7052  -1.4141
C: -2.5421 -1.4699 -3.8640  1.6866
C: -3.7299 -1.8544 -4.7503  -1.7902
O: -2.1810 -2.6599 -3.1144  -0.3988
C: -1.1742 -2.4638 -2.1789  -0.0273
O: -0.4784 -3.4047 -1.8433  -0.7241
C: -1.0418 -1.1051 -1.6475  -0.1906
C: -0.1907 -0.9561 -0.4233  0.9222
S: -0.9696 -1.8982 0.9489  -0.2806
C: 0.1976 -3.1300 1.4330  0.2243
C: -0.0309 -4.4450 1.0009  -0.1525
C: 0.7655 -5.4923 1.4381  -0.9303
C: 1.8993 -5.2030 2.1972  0.3894
C: 2.9292 -6.2777 2.4418  0.8221
F: 4.1967 -5.7632 2.4737  -0.2724
F: 2.9124 -7.2326 1.4629  -0.2752
F: 2.7287 -6.9232 3.6334  -0.2563
C: 2.1184 -3.9148 2.6930  -0.9511
C: 1.2976 -2.8733 2.2704  0.1970
C: 0.0703 0.4780 0.0651  -0.0748
C: 0.2119 1.5172 -0.8578  -1.1686
C: 0.3678 2.8312 -0.4380  0.7081
C: 0.4489 3.1123 0.9523  0.0210
C: 0.3604 2.0522 1.8906  -0.0851
C: 0.2136 0.7567 1.4218  -1.1138
C: 0.4324 2.3098 3.3547  -0.6550
C: 0.2016 3.7785 3.7185  -0.8670
C: 0.9464 4.6922 2.7609  -0.6629
N: 0.6024 4.3987 1.3844  0.0978
C: 0.9543 5.4572 0.4680  -0.6562
C: 0.2459 5.3078 -0.8676  -0.8938
C: 0.4350 3.9064 -1.4531  -0.7070
C: -2.2216 -0.2466 -1.8223  0.6120
O: -2.5586 0.6160 -1.0275  -0.7001
O: -2.9962 -0.4615 -2.9517  -0.4101
H: -0.5261 -0.7064 -4.0642  0.2795
H: -1.0664 -1.8266 -5.3679  0.3204
H: -1.6915 -0.1519 -5.3174  0.4013
H: -4.5850 -2.1581 -4.1385  0.3960
H: -4.0215 -0.9995 -5.3632  0.3770
H: -3.4478 -2.6767 -5.4118  0.3845
H: 0.7497 -1.4663 -0.6817  0.4843
H: -0.8126 -4.6270 0.2626  0.3176
H: 0.4850 -6.5106 1.1718  0.3520
H: 2.9168 -3.7070 3.4039  0.3506
H: 1.5392 -1.8498 2.5582  0.3601
H: 0.1344 1.3110 -1.9260  0.5481
H: 0.1400 -0.0330 2.1685  0.3904
H: 1.4232 2.0063 3.7238  0.2774
H: -0.2983 1.6854 3.8826  0.3401
H: 0.5443 3.9705 4.7391  0.3668
H: -0.8731 3.9961 3.6795  0.3101
H: 2.0390 4.5739 2.9217  0.2950
H: 0.6836 5.7443 2.9468  0.3836
H: 0.6719 6.4061 0.9452  0.3723
H: 2.0503 5.4709 0.2965  0.2938
H: -0.8284 5.4955 -0.7450  0.3118
H: 0.6437 6.0479 -1.5687  0.3710
H: 1.4064 3.8484 -1.9638  0.3171
H: -0.3288 3.7209 -2.2171  0.3764

Force components x, y, z for each atom (eV/Å):
C 0.283 0.180 -0.160
C -0.225 -0.650 0.868
C 0.117 0.068 0.357
O -0.007 0.557 -0.652
C 0.715 2.001 0.586
O -0.275 -0.470 -0.182
C -1.890 -0.463 -0.927
C 0.281 0.228 -0.444
S -0.498 -0.503 0.386
C 0.571 -0.377 -0.219
C -0.248 0.121 0.158
C 0.152 0.244 -0.138
C 0.109 -0.246 0.279
C -0.116 -0.044 0.083
F -0.811 -0.534 0.097
F 0.109 0.574 0.845
F 0.365 0.168 -0.657
C -0.027 0.090 -0.419
C -0.291 -0.116 -0.058
C 0.454 -0.536 -0.386
C -0.208 -0.048 0.593
C 0.074 -0.806 1.149
C -0.055 -1.541 -0.462
C 0.158 0.495 -1.294
C -0.208 0.290 -0.177
C 0.285 0.162 0.736
C -0.161 -0.141 0.001
C 0.063 -0.286 -0.137
N -0.304 1.834 0.666
C 0.136 -0.204 -0.157
C -0.194 -0.111 -0.183
C 0.261 0.630 -0.556
C 1.466 -0.773 1.052
O -0.439 0.013 -0.737
O 0.087 -0.184 -0.370
H -0.329 -0.122 -0.316
H -0.029 0.247 0.177
H 0.120 -0.134 0.117
H 0.216 0.042 -0.034
H 0.027 0.000 0.084
H 0.030 0.054 0.118
H -0.125 0.056 0.476
H 0.065 0.103 0.397
H 0.449 0.213 -0.162
H 0.069 -0.123 -0.410
H -0.260 -0.259 0.108
H -0.070 -0.025 0.248
H -0.083 0.157 -0.315
H -0.104 0.020 0.023
H 0.116 0.038 -0.086
H -0.085 0.011 -0.025
H 0.159 0.052 -0.062
H -0.169 0.103 0.015
H 0.154 -0.251 0.033
H 0.162 -0.120 -0.176
H -0.121 0.087 0.030
H 0.179 0.035 0.092
H -0.144 0.044 0.081
H -0.084 0.085 -0.002
H 0.128 0.065 0.047

Computed, not measured: the molecule C4H9N3, with wB97M-V/def2-TZVPD.

For the HOMO-LUMO gap, the calculation gives 8.5 eV. The molecular weight is 99.14 g mol⁻¹. As for the structure (SMILES): [H]/N=C/C(C)=C(N)N. For the total energy, the calculation gives -322.0602 a.u. The value obtained for the LUMO energy is 0.82 eV. The energy above the lowest of the compared OMol25 structures with the same formula, charge and spin is 18.9 kcal per mole.

Each line ends with the Mulliken charge.
Cartesian coordinates (Å):
H: -2.1234 2.7031 0.4681  0.2327
N: -2.0151 1.7497 0.1039  -0.6625
C: -0.8508 1.2947 0.4288  -0.4308
C: -0.3515 -0.0527 0.0468  0.5318
C: -1.4245 -1.0884 -0.1220  -1.2529
C: 0.9830 -0.2369 -0.0915  0.4393
N: 1.5488 -1.4543 -0.3587  -0.5701
N: 1.9041 0.7786 -0.0308  -0.6158
H: -0.1652 1.9253 1.0213  0.4390
H: -2.1418 -1.0381 0.7052  0.3175
H: -1.9671 -0.9225 -1.0585  0.2250
H: -1.0415 -2.1118 -0.1381  0.3621
H: 0.9697 -2.2438 -0.0928  0.2361
H: 2.4631 -1.5242 0.0808  0.2421
H: 2.6915 0.5492 -0.6340  0.2534
H: 1.5205 1.6722 -0.3286  0.2530

Force components x, y, z for each atom (eV/Å):
H -0.023 -0.387 -0.026
N 0.862 -0.335 0.409
C -0.205 0.211 -0.688
C -0.646 1.144 0.665
C 0.109 -0.277 -0.035
C -1.775 -0.066 0.126
N 0.665 -1.062 0.153
N 0.849 0.903 -0.446
H -0.026 -0.178 -0.185
H 0.053 0.084 -0.219
H -0.044 -0.068 0.165
H 0.028 0.033 -0.081
H 0.153 0.217 -0.133
H -0.142 -0.185 -0.195
H -0.061 0.249 0.265
H 0.202 -0.283 0.224